Entry 1:
Entry from OMol25: a cluster of 12 separate species, C6H36NO12 in total at a distorted geometry (ωB97M-V/def2-TZVPD).

**Molar mass**: 314.3 g/mol
**HOMO (spin up / spin down)**: -0.3727 / -0.3658 hartree
**LUMO level (spin up / spin down)**: -0.274 / -5.329 eV
**2S+1**: 2
**⟨S²⟩**: 0.7557
**Total charge**: 0
**Total energy**: -32857.990 eV

Each line ends with the Löwdin spin population.
Element x y z (Å)
C -3.0183 -0.8251 -0.8204  0.01
N -2.2350 0.0028 0.1973  0.05
C -0.8110 -0.4630 0.4029  0.01
C 0.1599 0.7289 0.3484  0.13
C 1.4820 0.0161 -0.1602  0.10
O 2.2207 -0.3960 0.9897  0.61
C -0.7577 -1.4351 1.6845  0.00
C -2.3382 -0.7837 -2.1169  0.00
H -4.0578 -0.4507 -0.8071  0.00
H -2.8412 -1.9530 -0.5762  0.00
H -2.7749 -0.0625 0.9791  0.00
H -0.3903 -1.1140 -0.5182  0.00
H 0.4761 1.2185 1.3569  0.00
H -0.0856 1.5112 -0.5840  0.01
H 2.0781 0.7446 -0.7352  0.02
H 1.4643 -0.8679 -0.9034  0.00
H -1.8062 -1.6746 1.9563  0.00
H -0.2718 -2.2945 1.5072  0.00
H -0.3276 -1.1000 2.6170  0.00
H -2.7294 -1.5227 -2.8180  0.00
H -1.1976 -0.8683 -2.0336  0.00
H -2.3800 0.2620 -2.5114  0.00
H -1.1573 3.5673 -0.0255  0.00
H 0.2426 3.3285 0.5009  0.00
O -0.5891 3.4341 0.7588  0.01
H 1.0454 2.3903 2.5563  0.00
H 1.1472 1.0443 3.3512  0.00
O 0.9183 2.0276 3.4467  0.00
H -1.4160 -3.3570 -0.2988  0.00
H 1.6598 -2.8373 -0.2343  0.00
O -1.5920 -3.9028 -0.9441  0.00
H 2.5523 -1.3720 -2.9967  0.00
H 1.4877 -2.3028 -2.6168  0.00
O 1.6898 -1.5910 -3.3862  0.00
H -0.8215 -3.7748 -1.5794  0.00
H 1.0142 -3.9693 -1.1434  0.00
O 1.0507 -3.0540 -1.1233  0.00
H 2.5017 3.2301 1.7489  0.00
H 2.3711 2.4763 0.4378  0.00
O 2.1649 3.3181 0.8777  0.00
H 2.1162 -1.5853 1.0361  -0.01
H 3.1653 -3.4768 1.0518  0.00
O 2.3537 -2.9702 0.9497  0.05
H 1.6738 1.4255 -3.8654  0.00
H 1.1244 1.7561 -2.4666  0.00
O 1.4786 1.0347 -3.1048  0.00
H -3.7577 1.5509 1.8678  0.00
H -2.5674 2.0068 2.5862  0.00
O -3.5240 2.0248 2.6944  0.00
H -2.6031 1.9429 -0.6532  0.00
H -1.6672 2.5747 -1.8409  0.00
O -2.4193 2.6261 -1.3472  0.00
H 3.2557 0.8949 1.5028  0.00
H 3.5823 1.2585 2.8665  0.00
O 3.6608 1.6080 1.9381  0.00

Atomic forces in eV per Å
C 1.8295 -1.8007 1.8829
N 1.9789 -0.4290 -3.7714
C -0.9173 -1.6501 -0.3245
C 0.5588 0.9468 -0.8262
C 2.9444 -1.3833 -0.8557
O -2.0232 -1.0197 -1.5240
C -2.3267 3.2884 -0.0693
C 1.9060 2.2089 -1.9175
H 0.5012 -0.5582 -0.0526
H -1.3957 1.7242 0.3441
H -1.0560 -0.1874 3.1086
H -1.9544 1.2045 2.2027
H -1.2990 -0.6345 -2.2144
H 0.4159 -2.1243 2.9194
H 0.0487 0.2855 0.5587
H -0.9563 1.3622 1.2550
H 0.5512 -0.0085 -0.2887
H 1.7442 -3.2236 -1.0556
H 0.2656 0.9164 0.1203
H 0.1729 0.2317 -0.0205
H -1.7171 -0.6121 -0.1722
H -0.4727 -0.7975 -0.2925
H 0.2160 -0.0757 0.5872
H 5.7334 -0.2125 -1.6651
O -6.3206 0.9326 1.4265
H -0.1645 0.1322 0.3186
H -0.5068 2.1688 0.2920
O 0.5253 -2.1976 -0.2653
H 1.6318 4.4475 5.4737
H -0.4825 -1.6421 -1.1616
O -0.2729 -4.4869 -6.7371
H 0.0048 0.5186 -0.7745
H -0.1754 1.6236 -2.2812
O 0.2004 -2.5451 2.9585
H -1.6726 -0.0581 1.2900
H 0.1420 -2.8144 0.0943
O 0.6283 3.4362 0.5997
H 0.9913 -0.2176 1.0414
H 0.2787 0.7578 0.4750
O -1.3238 0.1691 -2.1041
H 1.6938 -1.1647 0.5087
H 0.0976 0.5937 -0.0769
O -1.1314 2.4080 0.3471
H 1.2505 2.8075 -5.1593
H 1.0046 -1.5954 -2.0935
O -2.2937 -0.6194 7.3568
H -0.3713 0.5779 0.7331
H 0.3628 0.4588 0.4136
O 0.0514 -0.8841 -1.1691
H 1.2573 0.1802 -1.1358
H 3.0392 -1.1214 -1.7130
O -4.2020 0.9265 2.6080
H -0.6168 -1.5404 -1.2370
H 0.4583 0.8910 -1.0047
O 1.1681 0.4057 3.0473


Entry 2:
Entry from OMol25: the molecule C10H12ClN5 at a distorted geometry (ωB97M-V/def2-TZVPD).

**Molar mass**: 237.7 g/mol
**HOMO**: -0.3531 hartree
**LUMO level**: -0.480 eV
**Total charge**: 0
**SMILES**: Clc1ncnc2c1nnn2C1CCCCC1
**Total energy**: -30535.682 eV

Each line ends with the Mulliken charge.
Element x y z (Å)
Cl 3.9221 3.2222 4.2512  -0.14
C 2.6179 2.3721 3.6345  0.32
N 1.5084 2.3133 4.3658  -0.51
C 0.5249 1.6013 3.8502  -0.16
N 0.5156 0.9465 2.6732  -0.46
C 1.5755 1.2275 1.8557  0.74
C 2.6886 1.9540 2.2641  0.00
N 3.6823 1.9472 1.2538  -0.56
N 3.0476 1.4477 0.1892  -0.67
N 1.9605 0.8581 0.5997  0.85
C 1.0480 0.4482 -0.4087  0.07
C -0.3278 1.2247 -0.5663  -1.04
C -1.2087 0.5783 -1.6794  -0.77
C -1.1588 -0.9954 -1.5874  -0.66
C -0.7064 -1.5022 -0.2770  -0.80
C 0.7450 -1.0671 -0.0722  -0.70
H -0.4609 1.5552 4.3073  0.41
H 1.4800 0.6694 -1.4599  0.39
H -0.0876 2.2678 -0.8480  0.46
H -0.8562 1.2863 0.3562  0.43
H -0.8543 0.9230 -2.6510  0.31
H -2.2022 0.9027 -1.4790  0.39
H -0.4958 -1.3560 -2.4257  0.30
H -2.1299 -1.3343 -1.8705  0.41
H -0.9258 -2.5301 -0.2543  0.47
H -1.3852 -1.1590 0.4995  0.33
H 1.4002 -1.7103 -0.6690  0.32
H 0.9002 -1.2742 0.9649  0.28

Atomic forces in eV per Å
Cl 0.9851 0.4460 0.6532
C -0.6514 0.4673 -1.3495
N 1.3850 -0.0086 -0.3529
C -1.0043 -1.1953 -2.2897
N 0.3840 0.6833 -1.0262
C 0.8418 0.0865 1.8930
C 0.7987 -0.7494 1.2562
N -2.4712 0.8643 -0.7618
N 3.2141 0.2836 2.8538
N -3.0274 0.9641 -1.0238
C -2.5567 -1.4761 -2.4521
C 1.3957 0.3539 -0.5662
C 1.7396 -0.8924 1.1497
C 0.2928 1.4955 -2.5226
C -0.1445 1.2914 -0.1592
C -0.5171 -0.3028 -0.7449
H 0.4728 0.0189 0.6617
H 0.0515 -1.0111 1.9390
H -0.1065 -0.3649 0.1110
H -0.4220 -0.1935 0.8226
H -0.2703 -0.0150 -0.0396
H -0.8668 0.3836 -0.2095
H -0.3534 0.1579 0.9032
H -0.8269 -0.4818 -0.0502
H 0.6610 -1.7320 0.0773
H 0.1582 0.6485 0.3400
H 0.0043 0.0582 0.1533
H 0.8340 0.2201 0.7341